A molecular structure, C27H23ClN6O3S5Ti. Source: OMol25; level of theory: ωB97M-V with the def2-TZVPD basis set.

Computed properties:
Total energy in Eh: -4897.772353
HOMO-LUMO gap (spin up / spin down) in hartree: 0.158 / 0.199
Spin multiplicity: 3
Strongest force on any atom in eV/Å: 0.97
ΔE to the lowest compared entry with this formula, charge and spin in kJ/mol: 52.3
Charge: -2

Each line ends with the natural charge from an NBO analysis.
CARTESIAN COORDINATES (ANGSTROEM)
1 Ti 0.270 0.882 0.130  1.548
2 C -3.807 -1.902 -3.902  -0.620
3 C -2.357 -2.291 -3.615  -0.212
4 N -1.416 -1.194 -3.704  -0.625
5 C -1.353 -0.198 -2.740  0.264
6 S -0.616 1.260 -3.170  -0.332
7 N -1.931 -0.514 -1.601  -0.515
8 N -1.722 0.364 -0.563  -0.317
9 C -2.733 0.579 0.192  0.238
10 C -4.105 0.030 -0.037  -0.682
11 C -2.494 1.448 1.351  0.188
12 C -3.502 1.938 2.170  -0.245
13 C -3.165 2.825 3.178  -0.155
14 C -1.848 3.228 3.309  -0.270
15 C -0.906 2.691 2.450  0.109
16 N -1.220 1.791 1.522  -0.498
17 H -4.480 -2.758 -3.772  0.189
18 H -4.121 -1.104 -3.226  0.219
19 H -3.914 -1.537 -4.927  0.191
20 H -2.274 -2.731 -2.622  0.210
21 H -2.041 -3.059 -4.325  0.176
22 H -1.214 -0.834 -4.620  0.389
23 H -4.145 -0.524 -0.966  0.250
24 H -4.375 -0.628 0.795  0.226
25 H -4.838 0.840 -0.063  0.215
26 H -4.523 1.612 2.036  0.209
27 H -3.922 3.198 3.856  0.203
28 H -1.537 3.926 4.074  0.221
29 H 0.139 2.964 2.492  0.241
30 O 0.520 2.376 7.201  -0.645
31 C 0.445 1.762 6.150  0.154
32 S 1.584 1.931 4.812  0.282
33 C 0.869 0.774 3.680  -0.442
34 C -0.244 0.120 4.124  -0.353
35 S -1.271 -1.047 3.383  -0.473
36 S -0.771 0.555 5.770  0.290
37 S 1.715 0.661 2.137  -0.287
38 Cl 6.253 3.749 -3.143  -0.094
39 C 4.936 2.796 -2.461  -0.064
40 C 5.033 1.412 -2.498  -0.300
41 C 3.980 0.663 -1.963  -0.255
42 C 2.846 1.262 -1.402  0.359
43 O 1.882 0.513 -0.927  -0.813
44 C 2.775 2.710 -1.363  -0.203
45 C 1.662 3.363 -0.815  0.216
46 O 0.619 2.795 -0.291  -0.776
47 C 3.856 3.447 -1.921  -0.234
48 H 5.898 0.937 -2.941  0.201
49 H 4.004 -0.419 -2.000  0.202
50 H 1.643 4.455 -0.855  0.128
51 H 3.823 4.531 -1.919  0.201
52 N -0.490 -3.547 0.451  -0.539
53 C -0.768 -2.217 0.466  0.318
54 N 0.291 -1.478 0.300  -0.531
55 C 1.350 -2.371 0.182  0.178
56 C 2.725 -2.149 0.084  -0.178
57 C 3.551 -3.256 0.018  -0.236
58 C 3.046 -4.561 0.066  -0.235
59 C 1.694 -4.802 0.206  -0.251
60 C 0.862 -3.687 0.268  0.087
61 H -1.167 -4.274 0.577  0.408
62 H -1.764 -1.846 0.610  0.226
63 H 3.103 -1.141 0.078  0.259
64 H 4.623 -3.112 -0.063  0.202
65 H 3.733 -5.399 0.016  0.194
66 H 1.304 -5.811 0.279  0.196


2 unconnected molecules or ions with the total composition C3H12NS. Source: OMol25; level of theory: ωB97M-V with the def2-TZVPD basis set.

Computed properties:
Total energy in Eh: -574.169830
HOMO-LUMO gap in hartree: 0.357
Strongest force on any atom in eV/Å: 1.98
ΔE to the lowest compared entry with this formula, charge and spin in kJ/mol: 60.7
Charge: +1

Each line ends with the natural charge from an NBO analysis.
CARTESIAN COORDINATES (ANGSTROEM)
1 C -2.870 -0.803 1.339  -0.442
2 N -1.527 -0.262 1.577  -0.698
3 H -3.177 -1.404 2.245  0.245
4 H -3.603 0.017 1.055  0.250
5 H -2.742 -1.491 0.467  0.234
6 H -0.911 -1.050 1.826  0.446
7 H -1.624 0.458 2.323  0.442
8 H -1.080 0.229 0.776  0.459
9 C 0.906 0.083 -2.475  -0.623
10 C 1.816 -0.126 -1.234  -0.461
11 S 1.005 0.659 0.237  -0.143
12 H 0.749 1.139 -2.639  0.224
13 H -0.029 -0.449 -2.191  0.202
14 H 1.395 -0.322 -3.423  0.251
15 H 1.863 -1.174 -0.990  0.215
16 H 2.827 0.276 -1.304  0.233
17 H 1.830 0.145 1.249  0.167


2 unconnected molecules or ions with the total composition C4H12. Source: OMol25; level of theory: ωB97M-V with the def2-TZVPD basis set.

Computed properties:
Total energy in Eh: -159.579685
Structure (SMILES): CC.CC
HOMO-LUMO gap in hartree: 0.470
Strongest force on any atom in eV/Å: 0.72
ΔE to the lowest compared entry with this formula, charge and spin in kJ/mol: 13.9
Charge: 0

Each line ends with the natural charge from an NBO analysis.
CARTESIAN COORDINATES (ANGSTROEM)
1 C -2.183 1.284 1.240  -0.606
2 C -1.779 1.157 -0.223  -0.606
3 H -1.442 0.796 1.876  0.202
4 H -2.305 2.329 1.531  0.204
5 H -3.125 0.749 1.422  0.201
6 H -2.557 1.529 -0.881  0.203
7 H -1.566 0.134 -0.530  0.200
8 H -0.819 1.656 -0.435  0.201
9 C 2.482 -0.657 -0.519  -0.613
10 C 1.483 -1.806 -0.508  -0.614
11 H 2.629 -0.297 -1.538  0.205
12 H 2.184 0.202 0.092  0.205
13 H 3.443 -0.953 -0.111  0.205
14 H 0.457 -1.456 -0.381  0.202
15 H 1.693 -2.527 0.280  0.204
16 H 1.403 -2.374 -1.444  0.205


A molecular structure, C14H17ClO2RuS5Sb. Source: OMol25; level of theory: ωB97M-V with the def2-TZVPD basis set.

Computed properties:
Total energy in Eh: -3480.350145
HOMO-LUMO gap (spin up / spin down) in hartree: 0.244 / 0.212
Spin multiplicity: 2
Strongest force on any atom in eV/Å: 5.38
ΔE to the lowest compared entry with this formula, charge and spin in kJ/mol: 263.4
Charge: 0

Each line ends with the natural charge from an NBO analysis.
CARTESIAN COORDINATES (ANGSTROEM)
1 Ru -0.889 0.330 0.459  0.451
2 C -2.559 1.891 1.434  -0.255
3 C -2.120 0.980 2.416  -0.233
4 C -0.858 1.151 3.006  -0.236
5 C -0.064 2.242 2.651  -0.208
6 C -0.508 3.153 1.694  -0.204
7 C -1.742 2.972 1.073  -0.172
8 H -3.557 1.799 1.016  0.251
9 H -2.789 0.204 2.777  0.252
10 H -0.532 0.465 3.778  0.243
11 H 0.900 2.381 3.125  0.224
12 H 0.098 4.012 1.440  0.216
13 H -2.099 3.697 0.352  0.234
14 S -3.359 -3.241 -5.454  0.009
15 C -2.958 -2.374 -4.124  -0.572
16 S -3.345 -2.871 -2.502  0.505
17 C -2.684 -1.472 -1.677  -0.386
18 C -2.085 -0.520 -2.490  -0.397
19 S -1.467 0.974 -1.983  0.057
20 S -2.093 -0.862 -4.202  0.490
21 S -2.929 -1.336 -0.010  0.037
22 Cl -0.742 -4.551 -0.589  -0.043
23 C 0.304 -3.780 0.619  -0.473
24 C 0.103 -2.261 0.557  0.770
25 O 0.157 -1.711 -0.566  -0.698
26 O -0.099 -1.648 1.620  -0.718
27 H 1.336 -4.038 0.377  0.228
28 H 0.026 -4.163 1.600  0.234
29 C 3.165 -0.684 0.780  -0.965
30 Sb 1.747 0.665 -0.131  1.236
31 C 2.239 0.169 -2.162  -0.970
32 C 2.911 2.499 -0.046  -0.992
33 H 4.158 -0.436 0.425  0.227
34 H 2.911 -1.697 0.483  0.232
35 H 3.135 -0.613 1.863  0.233
36 H 3.320 0.152 -2.268  0.223
37 H 1.805 0.899 -2.841  0.235
38 H 1.834 -0.814 -2.380  0.251
39 H 3.918 2.297 -0.386  0.228
40 H 2.945 2.894 0.963  0.223
41 H 2.466 3.243 -0.698  0.230


A single C2H4N4 molecule. Source: OMol25; level of theory: ωB97M-V with the def2-TZVPD basis set.

Computed properties:
Total energy in Eh: -297.557876
Structure (SMILES): C1=NNC=NN1
HOMO-LUMO gap in hartree: 0.349
Strongest force on any atom in eV/Å: 1.84
ΔE to the lowest compared entry with this formula, charge and spin in kJ/mol: 226.9
Charge: 0

Each line ends with the natural charge from an NBO analysis.
CARTESIAN COORDINATES (ANGSTROEM)
1 C 0.842 0.944 -0.047  0.204
2 N -0.353 1.380 -0.037  -0.287
3 N -1.296 0.334 0.428  -0.490
4 C -0.851 -0.948 -0.036  0.191
5 N 0.369 -1.322 -0.011  -0.288
6 N 1.268 -0.326 0.377  -0.471
7 H 1.700 1.625 -0.276  0.195
8 H -2.194 0.456 -0.022  0.368
9 H -1.683 -1.568 -0.454  0.193
10 H 2.199 -0.574 0.077  0.385


A molecular structure, C14H30BrClGaO3. Source: OMol25; level of theory: ωB97M-V with the def2-TZVPD basis set.

Computed properties:
Total energy in Eh: -5736.266673
HOMO-LUMO gap in hartree: 0.302
Strongest force on any atom in eV/Å: 3.12
Charge: -1

Each line ends with the natural charge from an NBO analysis.
CARTESIAN COORDINATES (ANGSTROEM)
1 C 0.495 -1.147 3.174  -0.624
2 C -0.055 -1.044 1.760  -0.049
3 O -1.441 -0.857 1.830  -0.951
4 Ga -2.314 -0.755 0.183  1.579
5 Cl -1.080 0.683 -1.119  -0.641
6 C -2.517 -2.510 -0.796  -0.946
7 C -1.526 -3.612 -0.436  -0.430
8 C -1.634 -4.094 1.004  -0.077
9 O -2.151 -5.432 1.065  -0.559
10 C -3.438 -5.502 1.615  -0.240
11 C -4.077 0.251 0.469  -1.063
12 C -5.023 -0.195 1.532  0.569
13 O -6.077 0.351 1.817  -0.547
14 Br -4.614 -1.835 2.549  -0.082
15 H 1.542 -0.873 3.223  0.188
16 H -0.085 -0.462 3.778  0.212
17 H 0.325 -2.136 3.576  0.193
18 H 0.179 -1.979 1.243  0.133
19 H 0.437 -0.238 1.223  0.156
20 H -3.533 -2.856 -0.634  0.202
21 H -2.399 -2.286 -1.850  0.214
22 H -0.505 -3.331 -0.666  0.195
23 H -1.740 -4.487 -1.044  0.197
24 H -2.274 -3.428 1.568  0.196
25 H -0.664 -4.126 1.485  0.172
26 H -3.422 -5.391 2.699  0.155
27 H -4.088 -4.732 1.215  0.172
28 H -3.846 -6.473 1.375  0.173
29 H -3.791 1.258 0.752  0.260
30 H -4.636 0.353 -0.448  0.252
31 C 2.256 1.731 -0.056  -0.621
32 C 2.815 3.151 -0.076  -0.396
33 C 2.277 3.989 -1.235  -0.397
34 C 2.613 3.450 -2.625  -0.399
35 C 4.105 3.277 -2.904  -0.397
36 C 4.894 4.582 -2.842  -0.609
37 H 2.537 1.172 -0.950  0.198
38 H 2.634 1.182 0.808  0.202
39 H 1.168 1.742 0.002  0.238
40 H 3.910 3.121 -0.107  0.180
41 H 2.551 3.650 0.860  0.197
42 H 2.650 5.015 -1.137  0.186
43 H 1.189 4.053 -1.147  0.213
44 H 2.190 4.130 -3.372  0.193
45 H 2.109 2.492 -2.773  0.216
46 H 4.222 2.840 -3.900  0.196
47 H 4.535 2.556 -2.205  0.195
48 H 4.499 5.309 -3.555  0.196
49 H 5.945 4.413 -3.083  0.201
50 H 4.853 5.029 -1.847  0.201